Here is H2KO as an isolated structure from the Open Molecules 2025 dataset. Energies are from ωB97M-V/def2-TZVPD.

XYZ file:
```
4
Properties=species:S:1:pos:R:3
K 1.13458 2.99968 -13.06879
O 0.63878 1.13012 -15.01319
H 0.86568 0.25876 -15.36832
H -0.12302 0.98436 -14.44044
```

Computed properties:
net charge: +1
relative energy (zero: lowest compared OMol25 entry of this formula, charge and spin): 5.5 kcal/mol
LUMO: -0.16222 Ha
multiplicity: 1
max |F|: 0.7 eV/A
molecular weight: 57.113 g mol⁻¹

Partial atomic charges computed with the Mulliken method, in multiples of e:
1 K 0.978
2 O -0.646
3 H 0.327
4 H 0.341

Here is a 2-piece molecular cluster, C5H15NP overall at a distorted geometry from the Open Molecules 2025 dataset. Energies are from ωB97M-V/def2-TZVPD.

XYZ file:
```
22
Properties=species:S:1:pos:R:3
C 2.81910 0.37449 0.93676
C -0.97359 1.02606 0.83191
C -3.21658 -2.15285 0.23782
C 1.20689 -1.88146 -0.57682
C 2.01590 0.96923 -0.23119
N -0.42666 -0.00928 0.26483
P 0.77302 -0.13799 -1.05125
H 3.42676 1.28205 1.35304
H 2.13217 -0.05566 1.71696
H 3.48098 -0.39327 0.62322
H -2.66924 -2.08264 1.17146
H -1.82403 0.90105 1.38587
H -0.56914 2.12467 0.73336
H -3.80403 -2.94600 0.52540
H -2.55134 -2.56617 -0.67459
H -3.78963 -1.22210 0.01670
H 2.10054 -2.17320 -0.96290
H 0.47245 -2.50393 -1.08651
H 1.04485 -2.06501 0.40659
H 2.78789 1.26869 -0.95679
H 1.66205 2.06966 0.11246
H -1.03163 -0.77491 0.21066
```

Computed properties:
net charge: +1
relative energy (zero: lowest compared OMol25 entry of this formula, charge and spin): 36.7 kcal/mol
LUMO: -0.18884 Ha
multiplicity: 1
max |F|: 4.2 eV/A
molecular weight: 120.156 g mol⁻¹

Mulliken atomic charge list, values in e, 8 entries:
1 C -1.056
2 C -0.159
3 C -1.078
4 C -1.285
5 C -0.461
6 N 0.058
7 P 0.199
8 H 0.337